Entry 1:
Computed, not measured: a 2-piece molecular cluster, C6H15NO overall, with ωB97M-V/def2-TZVPD.

Each atom is followed by the atoms it is bonded to, with distances in Å.
Element x y z (Å)
1 C -1.5396 -0.7223 0.0819  C2 1.522, N3 1.442, O4 1.420, H6 1.098
2 C -2.6835 -0.6481 -0.9196  C1 1.522, H9 1.084, H10 1.085, H11 1.086
3 N -2.0179 -1.2516 1.3355  C1 1.442, H7 1.015, H8 1.015
4 O -0.5046 -1.4997 -0.5028  C1 1.420, H5 0.966
5 H 0.3128 -1.3570 -0.0089  O4 0.966
6 H -1.1695 0.2898 0.2906  C1 1.098
7 H -2.3827 -2.1886 1.1997  N3 1.015
8 H -1.2666 -1.3056 2.0157  N3 1.015
9 H -3.5007 -0.0777 -0.4933  C2 1.084
10 H -2.3406 -0.1749 -1.8338  C2 1.085
11 H -3.0272 -1.6511 -1.1552  C2 1.086
12 C 2.6388 0.3128 -0.8293  C14 1.500, H16 1.086, H17 1.085, H21 1.091
13 C 0.8212 1.9577 -0.2276  C14 1.497, H18 1.088, H19 1.090, H20 1.091
14 C 1.6543 0.7891 0.1970  C12 1.500, C13 1.497, C15 1.323
15 C 1.5305 0.2155 1.3826  C14 1.323, H22 1.077, H23 1.083
16 H 3.2575 1.1384 -1.1693  C12 1.086
17 H 3.2820 -0.4653 -0.4310  C12 1.085
18 H 0.1253 2.2573 0.5539  C13 1.088
19 H 0.2607 1.7162 -1.1301  C13 1.090
20 H 1.4671 2.8054 -0.4602  C13 1.091
21 H 2.1073 -0.0854 -1.6949  C12 1.091
22 H 0.8250 0.5656 2.1166  C15 1.077
23 H 2.1503 -0.6209 1.6826  C15 1.083

As for the SMILES: C[C@@H](N)O.C=C(C)C. As for the calculated total energy: -367.58669 a.u.

Here are the Löwdin charges for atoms 1 to 8, given in e:
1. C -0.55
2. C -0.04
3. N 0.06
4. O -0.05
5. H 0.05
6. H 0.11
7. H 0.08
8. H 0.06

=====

Entry 2:
Computed, not measured: an isolated ion of composition C3H4NO2 and charge +1 at a distorted geometry, with ωB97M-V/def2-TZVPD.

Each atom is followed by the atoms it is bonded to, with distances in Å.
Element x y z (Å)
1 C 0.9551 -1.1708 0.1607  C2 1.289, C3 1.565, H7 1.045
2 C -0.1748 -0.5653 0.0221  C1 1.289, N4 1.295
3 C 2.0510 -0.0631 0.0191  C1 1.565, O5 1.175, O6 1.317
4 N -1.3437 -0.0475 -0.1817  C2 1.295, H9 1.109, H10 1.051
5 O 3.1922 -0.1501 -0.2475  C3 1.175
6 O 1.3484 1.0323 0.2187  C3 1.317, H8 0.962
7 H 1.4783 -1.9767 0.5716  C1 1.045
8 H 1.9453 1.7695 0.3813  O6 0.962
9 H -1.6877 0.8029 0.4419  N4 1.109
10 H -1.9756 -0.4898 -0.8963  N4 1.051

As for the SMILES: [NH2+]=C=CC(=O)O. Its total charge is +1. As for the calculated total energy: -321.59305 a.u.

Here are the Löwdin charges for atoms 1 to 8, given in e:
1. C 0.16
2. C 0.02
3. C -0.50
4. N 0.23
5. O 0.23
6. O 0.13
7. H 0.14
8. H 0.17

=====

Entry 3:
Computed, not measured: one molecule with the formula C5H7NO2 at a distorted geometry, with ωB97M-V/def2-TZVPD.

Each atom is followed by the atoms it is bonded to, with distances in Å.
Element x y z (Å)
1 C -0.7885 0.5806 -0.2409  C2 1.445, C4 1.426
2 C -2.1186 0.2409 0.2089  C1 1.445, N6 1.369
3 C 1.6706 -1.0755 -0.1872  C5 1.523, H9 1.087, H10 1.088, H11 1.088
4 C 0.4968 1.1827 -0.1052  C1 1.426, C5 1.541, H12 1.096, H13 1.095
5 C 1.5527 0.2602 0.5347  C3 1.523, C4 1.541, H14 1.091, H15 1.091
6 N -3.3296 -0.3172 -0.1007  C2 1.369, O7 1.219, O8 1.214
7 O -3.4760 -0.7030 -1.2473  N6 1.219
8 O -4.1614 -0.3716 0.7816  N6 1.214
9 H 0.7853 -1.6838 -0.0215  C3 1.087
10 H 2.5385 -1.6189 0.1800  C3 1.088
11 H 1.7897 -0.9284 -1.2587  C3 1.088
12 H 0.4027 2.0966 0.4918  C4 1.096
13 H 0.8300 1.4594 -1.1110  C4 1.095
14 H 1.2990 0.0935 1.5822  C5 1.091
15 H 2.5089 0.7845 0.4934  C5 1.091

As for the SMILES: CCCC#C[N+](=O)[O-]. As for the calculated total energy: -399.69625 a.u.

Here are the Löwdin charges for atoms 1 to 8, given in e:
1. C 0.10
2. C 0.12
3. C -0.11
4. C -0.25
5. C -0.25
6. N -0.48
7. O 0.08
8. O 0.08

=====

The records above give, respectively, lowest unoccupied orbital energy values of 0.0330; -0.2154; -0.0360 Ha.